Record 1
C23H33ClKN7O3S | the ωB97M-V functional and the def2-TZVPD basis

Properties
- Energy above the lowest of the compared OMol25 structures with the same formula, charge and spin: 0.475 eV
- E_HOMO: -7.3 eV
- Kohn-Sham gap: 7.2 eV
- Total charge: 0
- Molar mass: 562.181 g/mol
- Energy: -80643.001 eV

CARTESIAN COORDINATES (ANGSTROEM)
K: -12.073 -10.433 -8.802
C: -7.932 -13.875 -10.747
C: -8.275 -12.675 -9.942
N: -9.169 -12.727 -8.982
N: -9.850 -13.858 -8.856
C: -10.803 -14.035 -7.905
N: -11.336 -15.274 -8.081
S: -11.417 -13.043 -6.653
C: -7.588 -11.417 -10.147
C: -7.102 -11.022 -11.457
C: -6.520 -9.810 -11.618
C: -6.053 -9.077 -10.489
C: -6.347 -9.638 -9.242
N: -7.189 -10.698 -9.104
H: -8.775 -14.597 -10.667
H: -7.058 -14.429 -10.343
H: -7.715 -13.564 -11.786
H: -10.774 -16.008 -8.498
H: -12.110 -15.544 -7.475
H: -7.261 -11.670 -12.333
H: -6.464 -9.365 -12.627
H: -5.479 -8.163 -10.502
H: -5.972 -9.203 -8.306
N: -10.190 -7.867 -7.481
C: -9.639 -7.679 -6.122
C: -8.501 -8.618 -5.802
C: -8.910 -10.103 -5.694
N: -9.320 -10.549 -7.095
C: -9.990 -10.319 -4.667
C: -11.223 -9.385 -4.861
N: -12.079 -9.889 -5.955
C: -10.759 -7.915 -5.070
H: -9.511 -7.624 -8.228
H: -10.999 -7.246 -7.549
H: -9.886 -9.757 -7.439
H: -9.247 -6.653 -6.041
H: -8.082 -8.327 -4.800
H: -7.608 -8.418 -6.444
H: -7.981 -10.624 -5.504
H: -9.954 -11.414 -7.018
H: -8.467 -10.679 -7.691
H: -9.628 -10.064 -3.641
H: -10.375 -11.376 -4.614
H: -11.737 -9.457 -3.876
H: -12.717 -9.217 -6.297
H: -12.577 -10.764 -5.681
H: -10.313 -7.568 -4.146
H: -11.606 -7.271 -5.257
C: -16.963 -6.061 -12.043
C: -17.063 -7.521 -11.605
C: -17.441 -8.542 -12.476
C: -17.657 -9.849 -11.985
Cl: -18.018 -11.168 -12.969
C: -17.680 -10.035 -10.568
C: -17.320 -9.014 -9.717
C: -16.883 -7.755 -10.201
O: -16.342 -6.803 -9.443
C: -15.397 -7.237 -8.370
C: -14.267 -8.117 -8.850
O: -13.855 -8.863 -7.918
O: -13.904 -8.069 -10.042
H: -17.177 -5.866 -13.104
H: -15.986 -5.653 -11.880
H: -17.652 -5.442 -11.387
H: -17.571 -8.337 -13.545
H: -18.012 -11.019 -10.192
H: -17.347 -9.169 -8.637
H: -16.001 -7.691 -7.549
H: -14.990 -6.232 -8.070

---

Record 2
C23H33FINO7 | the ωB97M-V functional and the def2-TZVPD basis

Properties
- E_HOMO: 0.7 eV
- Kohn-Sham gap: 3.0 eV
- Total charge: -2
- Molar mass: 581.419 g/mol
- Energy: -51019.150 eV

CARTESIAN COORDINATES (ANGSTROEM)
C: 4.276 -2.561 2.890
O: 4.400 -1.184 3.285
C: 4.532 -0.321 2.109
C: 4.631 1.198 2.565
C: 4.402 2.275 1.400
C: 5.409 2.150 0.158
C: 4.684 2.446 -1.262
C: 3.741 1.154 -1.566
C: 3.178 1.192 -3.070
C: 2.618 -0.286 -3.454
C: 1.524 -0.636 -2.333
C: 1.730 -1.548 -1.271
I: 3.578 -2.660 -1.069
C: 0.597 -1.825 -0.186
O: 0.838 -2.687 0.726
C: -0.802 -1.075 -0.281
C: -1.958 -1.330 0.813
C: -2.251 -0.029 1.707
C: -3.826 0.134 2.090
C: -4.446 1.184 1.062
N: -5.899 0.991 0.740
C: -6.150 1.946 -0.415
C: -6.190 -0.337 0.162
C: -7.740 -0.792 0.229
O: -5.366 -1.088 -0.385
C: -0.996 -0.152 -1.388
F: -2.201 0.549 -1.609
C: 0.160 0.134 -2.438
O: -0.036 1.025 -3.332
H: 4.462 -3.297 3.753
H: 4.997 -2.854 2.049
H: 3.220 -2.792 2.503
H: 5.496 -0.657 1.583
H: 3.606 -0.474 1.446
H: 5.610 1.466 3.081
H: 3.784 1.362 3.324
H: 3.300 2.221 1.100
H: 4.533 3.314 1.882
H: 5.790 1.071 0.094
H: 6.339 2.819 0.253
H: 5.443 2.629 -2.090
H: 3.943 3.318 -1.126
H: 4.391 0.226 -1.445
H: 2.898 1.212 -0.790
H: 3.963 1.521 -3.824
H: 2.300 1.936 -3.052
H: 3.439 -1.066 -3.526
H: 2.061 -0.251 -4.458
H: -1.631 -2.230 1.449
H: -2.869 -1.676 0.226
H: -1.848 0.875 1.134
H: -1.618 -0.124 2.652
H: -3.820 0.548 3.162
H: -4.279 -0.906 2.044
H: -4.372 2.217 1.570
H: -3.882 1.277 0.077
H: -5.625 2.946 -0.270
H: -7.248 2.026 -0.692
H: -5.629 1.455 -1.322
H: -7.991 -1.177 -0.820
H: -7.934 -1.549 1.050
H: -8.357 0.171 0.357
C: -3.763 -3.375 -1.846
O: -4.629 -3.818 -2.624
O: -2.985 -2.402 -2.101
O: -3.531 -3.826 -0.680

---

Record 3
C23H33N2O3 | the ωB97M-V functional and the def2-TZVPD basis

Properties
- Energy above the lowest of the compared OMol25 structures with the same formula, charge and spin: 0.188 eV
- SMILES string: Cc1ccccc1[C@@H](OC[C@@H](O)CN1CC[NH+](CCO)CC1)c1ccccc1
- E_HOMO: -11.2 eV
- Kohn-Sham gap: 8.9 eV
- Total charge: +1
- Molar mass: 385.528 g/mol
- Energy: -33503.101 eV

CARTESIAN COORDINATES (ANGSTROEM)
C: -0.727 0.399 -2.312
C: 0.518 0.191 -1.510
C: 1.235 1.291 -1.050
C: 2.416 1.144 -0.340
C: 2.910 -0.123 -0.089
C: 2.202 -1.230 -0.530
C: 1.004 -1.092 -1.224
C: 0.238 -2.334 -1.647
O: -1.077 -2.353 -1.099
C: -1.279 -3.055 0.102
C: -0.985 -2.243 1.386
O: 0.371 -2.324 1.765
C: -1.455 -0.793 1.198
N: -1.652 -0.089 2.455
C: -0.506 -0.018 3.329
C: 0.547 1.002 2.862
N: -0.078 2.339 2.733
C: 0.888 3.410 2.400
C: 0.339 4.752 2.900
O: -0.187 4.504 4.187
C: -1.220 2.269 1.794
C: -2.232 1.221 2.297
C: 0.172 -2.418 -3.163
C: 1.328 -2.198 -3.903
C: 1.297 -2.286 -5.283
C: 0.115 -2.596 -5.934
C: -1.035 -2.821 -5.199
C: -1.008 -2.734 -3.818
H: -1.493 -0.321 -2.038
H: -0.503 0.250 -3.368
H: -1.109 1.410 -2.187
H: 0.870 2.283 -1.282
H: 2.963 2.015 -0.009
H: 3.841 -0.254 0.440
H: 2.608 -2.217 -0.356
H: 0.785 -3.222 -1.290
H: -0.682 -3.976 0.128
H: -2.338 -3.326 0.097
H: -1.538 -2.697 2.214
H: 0.927 -2.092 1.007
H: -2.420 -0.822 0.690
H: -0.738 -0.287 0.537
H: -0.038 -1.000 3.388
H: -0.860 0.258 4.328
H: 1.360 1.051 3.587
H: 0.957 0.718 1.890
H: -0.450 2.614 3.659
H: 1.821 3.194 2.924
H: 1.076 3.428 1.326
H: -0.444 5.135 2.232
H: 1.153 5.483 2.927
H: -0.349 5.333 4.649
H: -1.698 3.245 1.725
H: -0.835 1.986 0.812
H: -3.066 1.167 1.598
H: -2.625 1.540 3.269
H: 2.254 -1.959 -3.399
H: 2.200 -2.114 -5.850
H: 0.093 -2.664 -7.011
H: -1.959 -3.068 -5.700
H: -1.902 -2.909 -3.241